P | Below is C6H12N4 as an isolated structure, with properties calculated with ωB97M-V with the def2-TZVPD basis set.

Geometry (Å):
C  -2.0694  -1.4083  0.0653
C  -0.2286  2.2192  0.5582
N  -1.1576  -0.5504  0.8332
C  -0.0993  1.0944  -0.4106
N  -0.4616  1.0923  -1.5981
H  -1.6045  -0.1875  1.6750
H  -0.8301  0.2659  -2.0561
H  -2.9217  -0.8189  -0.2753
H  -1.5855  -1.7796  -0.8385
H  -2.4282  -2.2484  0.6633
H  -0.0778  1.8762  1.5807
H  0.5198  2.9793  0.3300
H  -1.2292  2.6479  0.4760
C  1.8176  -0.8422  -1.2319
C  1.4065  -0.0372  -0.0148
N  2.3492  0.6399  0.5493
C  0.1578  -1.0479  1.0936
N  0.6256  -1.8738  1.8109
H  2.0188  1.1304  1.3815
H  2.3780  -0.2189  -1.9294
H  2.4596  -1.6619  -0.9047
H  0.9609  -1.2703  -1.7574

As for the LUMO energy (alpha / beta): -0.760 / -0.759 eV. The frontier orbital gap (alpha / beta) comes out at 7.17 / 7.17 eV.



Q | Below is C6H12N4 as an isolated structure, with properties calculated with ωB97M-V with the def2-TZVPD basis set.

Geometry (Å):
C  0.4465  -0.8126  1.4014
C  0.9759  -0.3594  -0.0606
C  0.9939  -1.2542  -1.2325
C  2.3120  0.3741  0.1515
C  -1.3641  0.6941  -0.4532
C  -3.2245  -0.8307  -0.2641
H  0.5212  0.0409  2.1792
H  -0.5143  -1.1467  1.3764
H  1.1827  -1.6662  1.8139
H  1.8438  -0.5688  -2.0305
H  -0.2757  -1.4341  -1.6731
H  1.6499  -2.3089  -1.0437
H  3.3409  -0.0645  0.8149
H  2.1128  1.8220  0.3900
H  2.7375  0.2422  -1.1146
H  0.3058  1.6100  -0.8042
H  -1.6781  2.5874  0.7723
H  -3.0647  1.9508  0.5772
N  0.0098  0.6651  -0.4140
N  -2.0324  2.0077  -0.2550
N  -1.9171  -0.4970  -0.2774
N  -4.3617  -1.0511  0.1462

As for the LUMO energy: -0.337 eV. The frontier orbital gap comes out at 8.78 eV.



Stability check: which of them is most stable? P.



P | Below is one molecule with the formula C5H6O3, with properties calculated with ωB97M-V with the def2-TZVPD basis set.

Geometry (Å):
C  2.1401  -1.0678  -0.1394
C  1.3696  0.0540  0.0366
C  1.7985  1.4903  0.1399
C  -0.0328  -0.5388  0.0180
O  -0.3095  -1.7062  0.0011
C  -1.3343  0.3487  -0.0008
O  -1.1570  1.5875  -0.2305
O  -2.5329  -0.2525  0.1363
H  1.6401  -1.9964  0.1482
H  3.2964  -1.2452  -0.3193
H  1.4009  1.8784  1.0179
H  2.9796  1.5978  0.1656
H  1.1354  2.2687  -0.5396
H  -2.1038  -1.2519  -0.0534

As for the LUMO energy: -0.780 eV. The frontier orbital gap comes out at 9.31 eV.



Q | Below is one molecule with the formula C5H6O3, with properties calculated with ωB97M-V with the def2-TZVPD basis set.

Geometry (Å):
O  2.5030  -0.2798  -0.0629
C  1.6121  -1.1362  -0.0577
C  0.2951  -0.7137  0.0899
C  -0.9460  -1.3190  -0.1001
O  -2.0113  -0.4777  0.0164
C  -1.4177  0.8438  -0.1753
C  0.0633  0.7639  0.3536
O  0.8905  1.7825  -0.1915
H  1.9488  -2.2218  -0.1112
H  -1.2405  -2.4097  -0.1991
H  -1.4218  1.0623  -1.2902
H  -2.0815  1.5811  0.3566
H  -0.0377  0.9152  1.4355
H  1.8436  1.6089  -0.0642

As for the LUMO energy: -0.034 eV. The frontier orbital gap comes out at 9.22 eV.



R | Below is one molecule with the formula C5H6O3, with properties calculated with ωB97M-V with the def2-TZVPD basis set.

Geometry (Å):
C  -0.2922  1.1013  -0.9049
O  0.8851  0.4307  -1.0172
C  1.2750  0.0276  0.1532
O  0.5838  0.7233  1.0468
C  -0.6973  0.6650  0.4399
C  -0.8580  -0.7850  0.2530
O  -0.4086  -1.5172  1.3223
C  0.4551  -1.3754  0.2878
H  -0.1802  2.2117  -0.6189
H  -0.8804  0.7182  -1.8130
H  2.3789  -0.0744  0.2933
H  -1.2181  1.2617  1.2476
H  -1.8237  -1.1021  -0.4302
H  0.7805  -2.2853  -0.2597

As for the LUMO energy: 0.918 eV. The frontier orbital gap comes out at 10.22 eV.



Stability check: which of them is most stable? Q.